[1]
# C43H99N7O4P

5 unconnected molecules or ions with the total composition C43H99N7O4P in a non-equilibrium geometry (ωB97M-V with the def2-TZVPD basis set, OMol25).

Calculated values
- net charge = +1
- frontier orbital gap (eV) = 7.9
- calculated total energy (eV) = -74096.3353
- multiplicity = 1
- E_HOMO (eV) = -10.1

Element x y z (Å)
1 C 2.7252 -0.4557 5.4954
2 C 1.5997 -1.5469 5.3896
3 C 0.1975 -0.7819 5.4000
4 C -0.8597 -1.5231 6.3149
5 C -2.2954 -0.8472 6.1617
6 C -3.0455 -1.2835 4.8414
7 C -2.8659 -0.3188 3.6158
8 C -3.2275 1.2043 4.0085
9 C -1.9310 2.0854 4.1985
10 C -1.2047 2.3367 2.8267
11 C 0.3544 2.4845 2.9366
12 C 0.8485 3.5204 4.0286
13 C 1.9284 4.4627 3.3725
14 C 3.2183 3.6761 2.9008
15 C 4.0386 4.4813 1.8302
16 C 5.0147 3.5636 0.9591
17 C 5.0453 4.2035 -0.4831
18 C 6.1503 3.6306 -1.4204
19 N 5.9191 2.2573 -1.9122
20 C 4.7923 1.6355 -2.4804
21 P 3.1165 2.4108 -2.7783
22 C 2.1563 1.4609 -4.0954
23 C 0.8053 0.8235 -3.5645
24 C 2.1942 2.1563 -1.1382
25 C 1.1442 3.2998 -0.8479
26 C 5.0187 0.2828 -2.8637
27 N 6.3722 0.1281 -2.4968
28 C 6.8782 1.2648 -1.9528
29 N 8.2436 1.3623 -1.5321
30 C 8.3487 0.5951 -0.2469
31 C 8.5466 -0.9615 -0.4372
32 H 3.7545 -0.8183 5.2627
33 H 2.4830 0.3765 4.7792
34 H 2.6630 -0.0063 6.5225
35 H 1.5996 -2.2738 6.2479
36 H 1.6526 -2.1305 4.4305
37 H 0.3101 0.2699 5.7658
38 H -0.1485 -0.7554 4.3390
39 H -0.9828 -2.5993 6.0321
40 H -0.5755 -1.3869 7.3900
41 H -2.1304 0.2534 6.2635
42 H -2.9205 -1.1519 7.0462
43 H -2.7127 -2.3366 4.6252
44 H -4.1440 -1.2843 5.0888
45 H -1.8565 -0.3938 3.1304
46 H -3.5978 -0.6324 2.8227
47 H -3.9505 1.6556 3.2875
48 H -3.7691 1.1428 4.9939
49 H -2.2408 3.0751 4.6243
50 H -1.2204 1.6156 4.9181
51 H -1.3898 1.4260 2.1865
52 H -1.6214 3.2008 2.2472
53 H 0.8875 1.5175 3.1141
54 H 0.7225 2.8721 1.9441
55 H -0.0502 4.0738 4.4030
56 H 1.2905 3.0069 4.9277
57 H 1.4190 4.9939 2.5205
58 H 2.1690 5.2582 4.1257
59 H 2.9756 2.6568 2.5189
60 H 3.8641 3.6176 3.8235
61 H 4.5637 5.3688 2.2581
62 H 3.2921 4.8874 1.0842
63 H 4.7109 2.4899 0.9695
64 H 6.0275 3.7014 1.4307
65 H 4.0087 4.1812 -0.8937
66 H 5.2895 5.2926 -0.3307
67 H 7.1024 3.5908 -0.8229
68 H 6.3784 4.3178 -2.2800
69 H 1.8900 2.1042 -4.9749
70 H 2.7670 0.6123 -4.5001
71 H 0.2177 1.5868 -2.9838
72 H 1.0383 0.0128 -2.8221
73 H 0.2100 0.3819 -4.3977
74 H 2.9947 2.2392 -0.3503
75 H 1.7821 1.1218 -1.0323
76 H 1.6059 4.0232 -0.1224
77 H 0.7595 3.7980 -1.7668
78 H 0.2985 2.8253 -0.2778
79 H 4.3310 -0.4322 -3.3534
80 H 6.9400 -0.7093 -2.6341
81 H 8.7896 0.8987 -2.2665
82 H 9.2021 0.9529 0.3824
83 H 7.3707 0.7355 0.2834
84 H 8.9933 -1.4700 0.4482
85 H 9.1328 -1.2400 -1.3478
86 H 7.5164 -1.4013 -0.5703
87 C -5.8093 0.9181 0.6794
88 C -4.6726 1.2997 -0.2626
89 C -5.1535 1.7388 -1.6570
90 O -5.5505 0.6663 -2.4979
91 C -6.8727 0.2043 -2.2756
92 N -3.7263 0.1830 -0.3422
93 H -6.2329 -0.0618 0.4535
94 H -5.4427 0.8739 1.7078
95 H -6.6147 1.6555 0.6402
96 H -4.1527 2.1525 0.1873
97 H -4.3113 2.2150 -2.1688
98 H -5.9448 2.4953 -1.5925
99 H -7.5511 1.0158 -1.9980
100 H -6.8766 -0.5741 -1.5088
101 H -7.2348 -0.2447 -3.2017
102 H -2.9231 0.4735 -0.8953
103 H -4.1585 -0.5432 -0.9118
104 C -6.0429 -4.6726 4.5377
105 C -6.4676 -3.3277 3.9564
106 C -7.9726 -3.2393 3.6437
107 O -8.3681 -3.9185 2.4611
108 C -8.5696 -5.3120 2.6186
109 N -5.6503 -3.0440 2.7719
110 H -5.9899 -5.4570 3.7815
111 H -5.0487 -4.5945 4.9836
112 H -6.7329 -4.9977 5.3205
113 H -6.2475 -2.5661 4.7122
114 H -8.2175 -2.1872 3.4689
115 H -8.5811 -3.5621 4.4973
116 H -8.9788 -5.5594 3.6024
117 H -7.6361 -5.8532 2.4501
118 H -9.2800 -5.6373 1.8575
119 H -5.8687 -2.1066 2.4413
120 H -5.9848 -3.6470 2.0206
121 C 7.0382 -0.4780 -6.9704
122 C 7.3376 0.7495 -6.1153
123 C 7.4562 2.0517 -6.9267
124 O 8.6793 2.1939 -7.6276
125 C 8.7324 1.5142 -8.8727
126 N 8.5488 0.4943 -5.3225
127 H 7.9132 -0.8306 -7.5169
128 H 6.7034 -1.3063 -6.3408
129 H 6.2452 -0.2692 -7.6920
130 H 6.4963 0.8719 -5.4228
131 H 7.4260 2.8897 -6.2227
132 H 6.6034 2.1840 -7.6029
133 H 7.7635 1.5091 -9.3794
134 H 9.0924 0.4927 -8.7340
135 H 9.4512 2.0323 -9.5076
136 H 8.6926 1.2760 -4.6862
137 H 9.3451 0.5534 -5.9559
138 C -7.5230 -5.3482 -2.3852
139 C -6.8285 -4.0233 -2.6838
140 C -6.3643 -3.8867 -4.1452
141 O -5.1877 -4.6180 -4.4591
142 C -5.4031 -5.9894 -4.7449
143 N -5.7146 -3.8469 -1.7442
144 H -6.8209 -6.1787 -2.3000
145 H -8.0595 -5.2879 -1.4356
146 H -8.2511 -5.5937 -3.1623
147 H -7.5587 -3.2284 -2.4983
148 H -6.1079 -2.8369 -4.3189
149 H -7.1702 -4.1298 -4.8482
150 H -6.3539 -6.1575 -5.2586
151 H -5.3588 -6.5812 -3.8282
152 H -4.5952 -6.3285 -5.3945
153 H -5.3129 -2.9223 -1.8832
154 H -4.9692 -4.4778 -2.0354

Results of the Mulliken charge analysis, in e, for atoms 1 through 99: C -0.784; C -0.516; C 0.739; C -1.068; C -0.582; C -0.509; C 0.104; C -1.080; C -0.196; C -0.539; C 0.874; C -0.662; C -0.985; C -0.243; C -1.103; C -0.389; C -0.437; C -1.107; N 0.589; C 0.295; P -0.323; C -0.323; C -1.040; C -0.117; C -0.958; C -0.607; N 0.296; C -1.032; N -0.060; C -0.055; C -1.082; H 0.373; H -0.043; H 0.288; H 0.336; H 0.266; H 0.004; H -0.272; H 0.322; H 0.372; H 0.279; H 0.341; H 0.384; H 0.012; H 0.245; H -0.103; H 0.311; H 0.498; H 0.380; H -0.067; H 0.141; H 0.267; H 0.048; H -0.826; H 0.420; H 0.195; H 0.302; H 0.490; H 0.182; H 0.348; H 0.444; H 0.376; H 0.231; H 0.526; H 0.170; H 0.483; H 0.374; H 0.255; H 0.414; H 0.355; H 0.171; H 0.259; H 0.409; H -0.385; H 0.745; H 0.120; H 0.515; H 0.190; H 0.448; H 0.321; H 0.449; H 0.382; H 0.166; H 0.354; H 0.274; H 0.268; C -1.141; C 0.780; C -0.996; O -0.345; C -0.492; N -0.481; H 0.137; H 0.075; H 0.418; H 0.242; H 0.372; H 0.410; H 0.329

[2]
# C31H28BrINP2Pt

A molecular structure, C31H28BrINP2Pt (ωB97M-V with the def2-TZVPD basis set, OMol25).

Calculated values
- net charge = -1
- frontier orbital gap (eV) = 6.9
- calculated total energy (eV) = -134064.2288
- multiplicity = 1
- E_HOMO (eV) = -4.4

Element x y z (Å)
1 Pt -0.2592 0.3400 0.0205
2 C 1.7867 0.9197 -2.4186
3 P 0.1107 0.1844 -2.2436
4 C -0.9518 0.7972 -3.5813
5 C -2.0018 -0.0016 -4.0326
6 C -2.8650 0.4602 -5.0136
7 C -2.6850 1.7264 -5.5537
8 C -1.6481 2.5286 -5.1017
9 C -0.7861 2.0738 -4.1136
10 C 0.3977 -1.5507 -2.7495
11 C 0.2772 -2.5790 -1.8230
12 C 0.5432 -3.8924 -2.1907
13 C 0.9304 -4.1863 -3.4883
14 C 1.0533 -3.1638 -4.4221
15 C 0.7886 -1.8553 -4.0533
16 C 2.5296 0.4720 -1.1939
17 C 3.8576 0.2256 -0.9008
18 C 3.9097 -0.1581 0.4676
19 C 2.6090 -0.1335 0.9355
20 C 1.9596 -0.5271 2.2286
21 P 0.2357 0.1578 2.2360
22 C 0.3926 1.6924 3.1892
23 C 0.1550 2.8994 2.5431
24 C 0.3377 4.0952 3.2279
25 C 0.7454 4.0867 4.5514
26 C 0.9869 2.8793 5.2011
27 C 0.8168 1.6868 4.5195
28 C -0.7072 -0.9993 3.2798
29 C -0.7191 -2.3457 2.9168
30 C -1.4757 -3.2632 3.6271
31 C -2.2431 -2.8423 4.7054
32 C -2.2535 -1.5021 5.0599
33 C -1.4933 -0.5833 4.3493
34 N 1.7882 0.2565 -0.0754
35 H 1.6475 2.0048 -2.4151
36 H 2.2624 0.6003 -3.3476
37 H -2.1445 -0.9921 -3.6162
38 H -3.6798 -0.1675 -5.3525
39 H -3.3604 2.0905 -6.3182
40 H -1.5163 3.5257 -5.5022
41 H -0.0196 2.7272 -3.7220
42 H -0.0219 -2.3303 -0.8106
43 H 0.4481 -4.6854 -1.4593
44 H 1.1380 -5.2099 -3.7753
45 H 1.3562 -3.3882 -5.4374
46 H 0.8783 -1.0616 -4.7866
47 H 4.6922 0.3243 -1.5780
48 H 4.7904 -0.4245 1.0323
49 H 2.4987 -0.1660 3.1068
50 H 1.8765 -1.6140 2.3219
51 H -0.1514 2.9210 1.5000
52 H 0.1603 5.0273 2.7073
53 H 0.8837 5.0204 5.0833
54 H 1.3122 2.8711 6.2341
55 H 1.0105 0.7464 5.0249
56 H -0.1480 -2.6753 2.0560
57 H -1.4755 -4.3049 3.3314
58 H -2.8404 -3.5563 5.2586
59 H -2.8663 -1.1629 5.8855
60 H -1.5276 0.4646 4.6163
61 I -3.2855 1.4715 1.6109
62 C -2.3151 0.3347 0.0181
63 H -2.7686 -0.6487 0.1434
64 H -2.7369 0.8050 -0.8689
65 Br -0.2203 3.5541 -1.0436

The molecule's Mulliken atomic charges, reported in e, are given here: Pt 3.410; C -0.712; P -0.390; C 0.496; C -0.596; C -0.619; C -0.446; C -0.731; C -0.387; C 0.102; C -0.043; C -0.619; C -0.415; C -0.716; C -0.206; C 0.196; C -1.141; C -1.126; C 0.129; C -0.932; P -0.438; C 0.521; C -0.291; C -0.575; C -0.449; C -0.787; C -0.199; C 0.486; C -0.412; C -0.760; C -0.438; C -0.718; C -0.296; N -0.281; H 0.548; H 0.421; H 0.430; H 0.382; H 0.367; H 0.397; H 0.312; H 0.115; H 0.403; H 0.367; H 0.396; H 0.371; H 0.468; H 0.483; H 0.522; H 0.447; H -0.247; H 0.464; H 0.367; H 0.379; H 0.460; H 0.129; H 0.402; H 0.364; H 0.387; H 0.509; I -0.133; C -1.610; H 0.587; H 0.553; Br -0.662

Question: The lowest net charge belongs to which entry?
Answer: C31H28BrINP2Pt